Molecular formula: C53H152N12O17
Method: DFT, ωB97M-V/def2-TZVPD

Structure (ORCA input):
```
! wB97M-V def2-TZVPD RIJCOSX def2/J DEFGRID3
* xyz 0 1
C -2.163 2.432 -5.925
O -2.372 3.827 -6.232
H -1.275 2.131 -6.481
H -1.987 2.189 -4.878
H -3.111 2.000 -6.247
H -1.555 4.276 -6.003
C 0.554 -4.667 -5.494
O 1.190 -3.416 -5.739
H -0.189 -4.864 -6.266
H 1.296 -5.448 -5.665
H 0.062 -4.585 -4.525
H 1.970 -3.401 -5.181
C 0.229 0.391 -0.479
O 0.444 -0.983 -0.650
H -0.833 0.627 -0.404
H 0.705 0.740 0.437
H 0.674 0.935 -1.312
H -0.311 -1.427 -1.044
C 2.486 -3.055 -2.428
O 3.059 -3.459 -3.725
H 2.228 -3.921 -1.819
H 3.110 -2.386 -1.835
H 1.596 -2.459 -2.629
H 3.930 -3.785 -3.488
C 0.501 4.108 -4.441
O -0.036 4.896 -5.476
H 0.650 4.724 -3.554
H -0.146 3.254 -4.239
H 1.478 3.790 -4.804
H 0.493 5.697 -5.456
C 4.144 3.369 -3.325
C 4.087 1.917 -2.732
C 3.205 0.862 -3.517
O 1.849 1.276 -3.613
C 1.056 0.271 -4.228
N 5.453 1.465 -2.600
H 5.018 3.934 -3.002
H 3.228 3.934 -3.150
H 4.216 3.325 -4.412
H 3.576 1.969 -1.770
H 3.269 -0.101 -3.011
H 3.614 0.634 -4.501
H 0.844 -0.532 -3.522
H 1.528 -0.199 -5.091
H 0.096 0.649 -4.580
H 5.430 0.608 -2.066
H 5.925 2.093 -1.964
C 4.901 -7.076 1.203
C 5.315 -5.698 0.648
C 4.184 -4.701 0.844
O 2.846 -5.076 0.416
C 1.878 -4.354 1.171
N 6.585 -5.427 1.347
H 5.615 -7.899 1.167
H 4.025 -7.512 0.722
H 4.638 -7.111 2.260
H 5.563 -5.698 -0.414
H 4.316 -3.856 0.168
H 4.165 -4.418 1.896
H 1.950 -4.378 2.258
H 0.876 -4.668 0.876
H 1.898 -3.302 0.887
H 6.765 -4.450 1.168
H 6.402 -5.448 2.340
C -1.266 -4.313 -1.664
C -2.217 -3.225 -1.219
C -2.209 -3.065 0.288
O -2.827 -4.138 0.928
C -2.646 -4.203 2.370
N -1.751 -1.993 -1.844
H -1.387 -5.252 -1.124
H -0.253 -3.940 -1.515
H -1.425 -4.506 -2.725
H -3.203 -3.506 -1.589
H -2.636 -2.156 0.710
H -1.166 -3.099 0.605
H -2.739 -3.215 2.823
H -1.625 -4.531 2.568
H -3.369 -4.807 2.917
H -1.585 -2.163 -2.826
H -2.463 -1.277 -1.836
C 7.104 0.027 1.683
C 6.454 -1.295 1.248
C 6.000 -1.144 -0.256
O 4.970 -0.142 -0.383
C 3.736 -0.347 0.380
N 7.443 -2.364 1.424
H 6.405 0.815 1.407
H 8.065 0.209 1.201
H 7.184 0.113 2.767
H 5.560 -1.545 1.820
H 5.614 -2.056 -0.712
H 6.670 -0.699 -0.991
H 3.075 0.475 0.105
H 3.988 -0.444 1.436
H 3.293 -1.299 0.089
H 8.337 -2.049 1.076
H 7.622 -2.453 2.414
C -0.827 3.736 0.403
C -0.486 4.780 -0.636
C -1.664 5.239 -1.509
O -2.183 4.160 -2.381
C -3.313 4.625 -3.139
N 0.128 5.891 0.054
H -1.291 2.877 -0.082
H -1.545 3.995 1.182
H 0.072 3.281 0.819
H 0.300 4.317 -1.232
H -1.355 6.091 -2.115
H -2.565 5.471 -0.941
H -3.055 5.477 -3.769
H -4.235 4.778 -2.578
H -3.589 3.814 -3.813
H 0.174 6.671 -0.585
H -0.574 6.311 0.646
C -7.437 6.972 -0.077
C -6.762 5.786 -0.737
C -6.927 4.405 -0.097
O -6.308 4.270 1.147
C -4.861 4.221 1.190
N -7.243 5.735 -2.085
H -7.314 6.980 1.006
H -8.495 6.974 -0.338
H -6.955 7.871 -0.461
H -5.696 6.014 -0.718
H -6.606 3.651 -0.815
H -7.972 4.130 0.053
H -4.513 3.450 0.502
H -4.515 3.998 2.200
H -4.436 5.199 0.968
H -7.190 6.614 -2.580
H -6.689 5.102 -2.643
C -1.553 -2.016 6.575
C -0.814 -3.071 5.698
C 0.025 -2.388 4.564
O -0.828 -1.654 3.683
C -0.200 -1.043 2.570
N 0.033 -3.724 6.685
H -2.040 -1.204 6.036
H -0.759 -1.476 7.091
H -2.233 -2.369 7.350
H -1.435 -3.819 5.204
H 0.563 -3.134 3.979
H 0.737 -1.677 4.983
H 0.554 -0.322 2.886
H -0.967 -0.532 1.988
H 0.250 -1.785 1.910
H -0.559 -4.043 7.439
H 0.311 -4.596 6.257
C -6.054 -1.721 -1.515
C -5.479 -0.839 -0.377
C -4.636 0.370 -0.782
O -3.578 0.029 -1.682
C -3.014 1.104 -2.359
N -6.601 -0.464 0.415
H -6.723 -1.144 -2.153
H -6.619 -2.545 -1.077
H -5.186 -2.040 -2.092
H -4.794 -1.455 0.206
H -4.068 0.857 0.012
H -5.283 1.065 -1.317
H -3.669 1.370 -3.188
H -2.046 0.867 -2.799
H -2.908 1.983 -1.722
H -7.351 -0.092 -0.150
H -6.369 0.261 1.079
C 3.402 3.411 1.253
C 2.760 3.823 2.598
C 3.835 3.780 3.689
O 4.500 2.504 3.760
C 5.751 2.498 4.396
N 2.243 5.157 2.375
H 3.789 2.393 1.234
H 4.298 4.009 1.081
H 2.707 3.469 0.415
H 1.942 3.141 2.831
H 3.422 4.078 4.653
H 4.558 4.533 3.375
H 6.079 1.499 4.684
H 5.872 3.095 5.299
H 6.427 2.943 3.666
H 1.640 5.317 1.581
H 1.603 5.411 3.114
C -4.270 -0.662 3.633
C -4.824 0.771 3.816
C -3.762 1.775 4.508
O -2.640 2.001 3.629
C -1.672 3.001 4.023
N -5.256 1.322 2.507
H -3.531 -0.708 2.832
H -5.037 -1.352 3.281
H -3.908 -1.054 4.584
H -5.669 0.739 4.503
H -3.318 1.291 5.377
H -4.234 2.719 4.782
H -2.224 3.936 4.121
H -0.841 3.028 3.318
H -1.134 2.776 4.944
H -5.577 2.278 2.450
H -4.550 1.236 1.789
C 3.816 -4.724 4.960
C 4.779 -3.709 4.465
C 5.111 -2.587 5.452
O 4.041 -1.731 5.895
C 3.499 -0.759 4.967
N 5.951 -4.435 4.118
H 2.810 -4.344 5.134
H 4.086 -5.040 5.968
H 3.685 -5.606 4.334
H 4.463 -3.214 3.547
H 5.844 -1.870 5.082
H 5.709 -2.890 6.312
H 2.737 -0.241 5.549
H 3.000 -1.269 4.143
H 4.324 -0.178 4.555
H 6.330 -4.894 4.933
H 6.715 -3.803 3.928
C -1.959 -1.353 -6.990
C -2.350 -1.281 -5.460
C -3.856 -1.457 -5.183
O -4.568 -0.421 -5.829
C -5.934 -0.697 -5.702
N -1.583 -2.222 -4.662
H -0.898 -1.562 -7.126
H -2.241 -0.415 -7.470
H -2.512 -2.182 -7.431
H -2.043 -0.310 -5.073
H -4.069 -1.431 -4.114
H -4.168 -2.453 -5.499
H -6.228 -0.788 -4.656
H -6.340 -1.537 -6.266
H -6.551 0.172 -5.929
H -0.673 -2.390 -5.066
H -1.978 -3.151 -4.692
*
```

* energy above the lowest of the compared OMol25 structures with the same formula, charge and spin: 0.0 kJ/mol